{"formula": "C27H35ClN4O4P2Re", "method": "ωB97M-V with the def2-TZVPD basis set", "species": ["Re", "C", "C", "C", "C", "C", "C", "C", "C", "C", "H", "H", "H", "H", "H", "H", "H", "H", "H", "H", "H", "H", "H", "H", "H", "P", "P", "N", "N", "N", "N", "C", "C", "C", "C", "C", "C", "C", "C", "C", "C", "C", "C", "C", "C", "C", "C", "C", "C", "H", "H", "H", "H", "H", "H", "H", "H", "H", "H", "H", "H", "H", "H", "H", "H", "H", "H", "H", "H", "O", "Cl", "O", "O", "O"], "positions_angstrom": [[-0.22877, 1.30343, 0.57240], [2.54661, 1.81215, 3.94971], [2.08323, 1.60281, 2.69835], [2.26104, 0.18460, 1.95594], [1.19133, -1.03991, 2.03146], [-0.22688, -0.64960, 2.55423], [-0.47975, 0.02944, 3.80597], [0.57588, 0.12408, 4.97664], [1.95351, 1.04985, 5.11195], [-0.86401, 2.91217, -0.47134], [2.84068, 2.81955, 4.23414], [2.55533, 2.34729, 1.99647], [3.21694, -0.27357, 2.35251], [2.62012, 0.38355, 0.89866], [1.07745, -1.60891, 1.04562], [1.66807, -1.80745, 2.71029], [-1.03454, -1.17318, 2.05342], [-1.33397, 0.78987, 4.02378], [0.95126, -0.91415, 5.02157], [-0.00089, 0.45332, 5.90739], [1.77091, 1.78353, 5.94242], [2.76902, 0.33682, 5.35245], [-0.29387, 3.81297, -0.34021], [-1.93621, 2.91456, -0.16604], [-0.63345, 2.28125, -1.39192], [-1.83212, 0.57283, -0.76427], [1.57589, -0.11687, -1.49220], [-3.05841, -0.51005, 0.03707], [-3.13838, 0.80913, -2.16120], [1.91947, -1.94944, -1.14925], [2.69782, -0.44333, -2.94582], [-1.08642, -0.80498, -1.72599], [0.10603, -0.43032, -2.62394], [-3.89708, -0.06259, 1.04962], [-4.76066, -1.11726, 1.36802], [-4.44339, -2.21452, 0.50779], [-3.43659, -1.80142, -0.35192], [-3.59610, 2.02633, -2.62425], [-4.35301, 1.78387, -3.75820], [-4.32391, 0.38478, -4.01799], [-3.69574, -0.21818, -2.94342], [2.69123, -2.46633, -0.09329], [2.47907, -3.84146, -0.09519], [1.47667, -4.15494, -1.03010], [1.28772, -3.02255, -1.77238], [3.40142, -1.56055, -3.40721], [4.14616, -1.20134, -4.52034], [3.74577, 0.13929, -4.86033], [2.80346, 0.56185, -3.93016], [-1.80514, -1.29963, -2.39708], [-0.85425, -1.52430, -0.92063], [0.33899, -1.27846, -3.29781], [-0.05396, 0.46071, -3.26746], [-3.78722, 0.94554, 1.43734], [-5.53187, -1.08945, 2.10299], [-4.84803, -3.19570, 0.50504], [-2.96537, -2.34354, -1.16117], [-3.36594, 2.92110, -2.05886], [-4.88574, 2.52540, -4.29637], [-4.69361, -0.13758, -4.87184], [-3.72528, -1.27181, -2.70521], [3.26728, -1.84512, 0.53672], [3.04174, -4.54883, 0.55247], [0.92034, -5.03689, -1.06999], [0.76047, -2.96138, -2.73583], [3.23009, -2.54877, -2.96562], [4.88176, -1.82937, -5.00685], [4.11185, 0.72504, -5.68884], [2.16995, 1.45020, -3.85400], [0.03239, 5.73740, 3.93450], [1.09304, 4.70912, 3.65381], [1.79164, 4.46117, 5.01629], [-1.19882, 1.68589, 2.00414], [2.31775, 5.45280, 3.03334]], "atomic_forces_ev_per_a": [[-2.441, 1.972, 7.046], [-4.143, 0.500, 0.439], [3.485, -0.632, -2.534], [0.331, -1.086, 0.295], [-0.173, -0.257, 0.955], [0.676, 0.732, 2.991], [1.896, 1.025, -1.538], [0.236, 0.488, -0.275], [0.053, -0.851, -0.082], [0.570, -0.138, -0.329], [0.651, -0.421, -0.272], [-0.785, -0.348, 0.390], [-0.991, 0.613, -0.107], [-0.851, 0.082, 0.978], [-0.072, 1.094, 1.454], [-0.464, 0.658, -0.565], [-0.418, 0.682, -0.252], [0.818, -2.478, -0.679], [-0.296, 0.411, 0.593], [0.722, -1.005, -1.285], [0.470, -0.883, -0.691], [-0.585, 0.225, 0.774], [-0.067, 0.555, -0.293], [0.698, 0.897, -1.132], [-0.356, 2.077, -0.605], [-6.449, -7.472, -2.554], [0.684, -5.860, -2.904], [1.461, 1.171, -0.122], [1.400, 1.495, 1.900], [-0.190, 2.206, 0.640], [-0.256, 2.073, -0.781], [0.335, -0.201, -0.394], [0.182, 0.089, 0.828], [-0.492, -1.438, 0.134], [1.189, 0.862, -0.772], [1.012, 1.416, -0.577], [-0.304, -0.115, 1.286], [-0.349, -0.353, -0.772], [0.940, 0.110, 0.744], [0.360, 0.332, 1.599], [0.462, 0.439, -1.064], [-0.850, -1.716, -1.600], [1.191, 0.635, 1.957], [1.111, 1.455, -0.388], [-1.559, 0.011, -0.274], [-1.177, 0.617, 1.883], [-0.241, 2.791, -1.556], [1.535, -2.163, -0.707], [0.044, -1.454, 1.925], [0.158, 0.468, 0.499], [0.446, 0.055, -0.473], [-0.023, 0.779, 0.422], [-0.193, -0.332, 0.431], [-0.119, -0.324, 0.055], [-0.259, 0.020, 0.336], [-0.470, -0.463, 0.005], [-0.052, 0.080, 0.466], [-0.111, -0.021, -0.404], [-0.208, 0.456, -0.486], [-0.596, -0.189, -0.110], [0.354, 0.366, 0.009], [0.562, 0.386, 0.335], [-0.809, 0.676, -0.444], [-0.266, -1.427, -0.655], [0.046, 0.156, 0.976], [0.459, 0.574, -0.011], [-0.229, 0.120, -0.112], [-0.047, -0.068, -0.064], [0.544, -0.193, -0.190], [2.129, -2.637, -1.061], [-0.628, 4.064, 2.048], [-0.522, 0.311, -1.762], [2.148, -0.395, -4.400], [-1.316, -1.302, 0.883]], "de_lowest_kcal_mol": 88.9, "s_squared": 3.793, "spin_multiplicity": 4, "total_charge": 2, "gap_ev": [4.9, 3.2], "energy_ha": -2789.5682, "e_homo_ev": [-13.000, -13.000]}